# 1
Here is a cluster of 9 separate species, C20H46O33PS8 in total at a distorted geometry from the Open Molecules 2025 dataset. Energies are from ωB97M-V/def2-TZVPD.

Each line ends with the Löwdin charge.
Atoms and positions in Å:
C  3.779  0.363  2.236  -0.093
C  2.608  1.220  2.774  -0.240
C  1.558  1.576  1.708  -0.194
C  0.171  0.943  1.922  -0.352
O  0.151  -0.193  2.732  -0.448
P  0.501  -1.723  1.882  0.361
H  3.622  0.071  1.205  0.060
H  3.875  -0.539  2.836  0.038
H  4.712  0.916  2.341  0.057
H  2.179  0.696  3.622  0.077
H  3.026  2.154  3.149  0.088
H  1.938  1.214  0.756  0.062
H  1.487  2.657  1.590  0.097
H  -0.461  1.700  2.412  0.088
H  -0.323  0.742  0.965  0.089
H  -0.519  -1.466  0.882  -0.062
H  1.500  -1.125  1.018  -0.057
H  1.563  -2.013  2.818  -0.088
H  -0.484  -2.373  2.796  -0.073
H  0.770  -3.022  1.244  -0.077
C  -0.938  0.880  -3.234  -0.159
C  -0.341  2.219  -2.865  -0.166
O  0.726  1.892  -1.955  -0.186
S  1.372  0.487  -2.362  0.598
O  2.536  0.720  -3.148  -0.235
O  1.374  -0.352  -1.228  -0.212
O  0.193  0.003  -3.349  -0.215
H  -1.589  0.494  -2.446  0.125
H  -1.482  0.917  -4.173  0.119
H  -1.057  2.874  -2.375  0.141
H  0.080  2.723  -3.728  0.091
C  -4.438  -4.105  -1.124  -0.168
C  -4.011  -4.364  0.309  -0.163
O  -2.961  -3.423  0.542  -0.178
S  -3.248  -2.084  -0.279  0.582
O  -3.873  -1.137  0.574  -0.221
O  -2.117  -1.767  -1.069  -0.233
O  -4.377  -2.679  -1.265  -0.197
H  -3.744  -4.552  -1.836  0.104
H  -5.448  -4.452  -1.328  0.131
H  -3.639  -5.373  0.461  0.136
H  -4.821  -4.163  1.015  0.133
C  -0.236  -5.115  4.425  -0.146
C  -0.573  -4.856  5.873  -0.155
O  -2.010  -4.893  5.916  -0.190
S  -2.549  -5.947  4.840  0.586
O  -2.814  -7.184  5.492  -0.241
O  -3.540  -5.316  4.046  -0.227
O  -1.202  -6.104  4.002  -0.189
H  -0.370  -4.213  3.817  0.098
H  0.771  -5.496  4.290  0.117
H  -0.209  -3.892  6.217  0.138
H  -0.192  -5.647  6.525  0.128
C  -0.429  -3.147  -6.313  -0.157
C  -0.954  -2.067  -5.393  -0.156
O  -2.327  -2.438  -5.168  -0.180
S  -2.464  -4.031  -5.176  0.603
O  -2.455  -4.521  -3.846  -0.213
O  -3.494  -4.385  -6.086  -0.225
O  -1.040  -4.355  -5.840  -0.186
H  -0.746  -2.985  -7.346  0.131
H  0.653  -3.237  -6.273  0.136
H  -0.904  -1.076  -5.835  0.134
H  -0.431  -2.066  -4.437  0.128
C  -0.106  1.499  5.311  -0.154
C  -1.533  1.029  5.410  -0.143
O  -1.826  1.097  6.826  -0.196
S  -1.023  2.311  7.481  0.582
O  -1.880  3.442  7.586  -0.242
O  -0.323  1.823  8.617  -0.239
O  0.000  2.566  6.286  -0.190
H  0.593  0.710  5.587  0.137
H  0.140  1.866  4.323  0.102
H  -1.661  0.016  5.042  0.136
H  -2.215  1.700  4.884  0.135
C  4.353  -5.698  4.761  -0.173
C  5.193  -4.697  5.529  -0.179
O  5.106  -3.494  4.765  -0.191
S  3.651  -3.400  4.068  0.581
O  2.810  -2.606  4.884  -0.226
O  3.844  -3.190  2.688  -0.207
O  3.235  -4.947  4.287  -0.210
H  4.896  -6.092  3.899  0.132
H  4.009  -6.521  5.382  0.132
H  6.232  -5.004  5.619  0.131
H  4.779  -4.509  6.523  0.131
C  1.113  4.517  -7.837  -0.149
C  0.585  5.580  -6.898  -0.169
O  -0.789  5.214  -6.687  -0.180
S  -0.930  3.624  -6.722  0.621
O  -0.915  3.131  -5.387  -0.225
O  -1.963  3.279  -7.628  -0.209
O  0.492  3.304  -7.383  -0.178
H  0.805  4.699  -8.868  0.133
H  2.194  4.419  -7.790  0.138
H  0.644  6.579  -7.320  0.137
H  1.099  5.556  -5.939  0.110
C  -0.287  9.862  -3.025  -0.157
C  -1.380  9.168  -3.811  -0.157
O  -0.676  8.467  -4.846  -0.189
S  0.749  7.986  -4.295  0.592
O  0.650  6.635  -3.877  -0.207
O  1.745  8.411  -5.212  -0.217
O  0.788  8.913  -2.992  -0.179
H  0.062  10.763  -3.533  0.134
H  -0.591  10.108  -2.012  0.137
H  -2.089  9.863  -4.250  0.136
H  -1.913  8.438  -3.199  0.138

Computed properties:
Total energy ... -185014.8627 eV
Net charge ... -1
HOMO energy ... -3.19 eV

***

# 2
Here is a cluster of 8 separate species, C20H48BNO12 in total at a distorted geometry from the Open Molecules 2025 dataset. Energies are from ωB97M-V/def2-TZVPD.

Each line ends with the Löwdin charge.
Atoms and positions in Å:
C  1.299  7.041  4.124  -0.089
C  1.375  5.790  3.220  -0.138
B  1.327  4.508  4.112  -0.431
O  2.345  4.316  5.004  0.179
C  0.183  3.420  4.082  0.052
C  -0.138  2.515  3.150  -0.049
C  0.544  2.352  1.823  -0.097
C  -0.166  1.432  0.817  -0.170
C  0.429  0.008  0.835  -0.167
C  1.177  -0.250  -0.469  -0.174
N  2.006  -1.449  -0.507  -0.078
C  3.200  -1.359  0.326  -0.045
C  1.289  -2.630  -0.482  -0.461
C  2.001  -3.941  -0.293  0.008
O  0.071  -2.609  -0.688  0.026
C  -1.282  1.705  3.682  -0.335
O  -2.011  0.910  3.145  0.169
O  -1.452  2.056  5.023  0.141
C  -0.755  3.229  5.221  -0.384
O  -0.951  3.969  6.159  0.163
H  1.879  7.861  3.720  0.069
H  0.268  7.347  4.266  0.074
H  1.695  6.833  5.112  0.067
H  2.357  5.816  2.749  0.108
H  0.624  5.821  2.440  0.089
H  2.098  3.644  5.640  0.108
H  0.608  3.350  1.395  0.120
H  1.555  2.003  2.008  0.129
H  -0.022  1.851  -0.174  0.103
H  -1.229  1.391  0.988  0.089
H  1.059  -0.125  1.709  0.100
H  -0.370  -0.721  0.913  0.108
H  1.848  0.592  -0.645  0.125
H  0.470  -0.245  -1.288  0.127
H  3.048  -0.731  1.200  0.079
H  4.008  -0.902  -0.242  0.092
H  3.548  -2.322  0.665  0.055
H  3.052  -3.858  -0.520  0.082
H  1.849  -4.306  0.714  0.081
H  1.534  -4.638  -0.972  0.068
C  3.167  -3.608  3.544  -0.145
O  3.733  -4.152  2.353  -0.141
H  2.086  -3.701  3.464  0.080
H  3.504  -4.155  4.426  0.077
H  3.423  -2.550  3.654  0.074
H  4.687  -4.073  2.421  0.080
C  -3.961  1.855  -1.034  -0.150
O  -2.737  2.577  -1.153  -0.129
H  -3.729  0.900  -0.574  0.061
H  -4.673  2.393  -0.402  0.081
H  -4.405  1.674  -2.015  0.082
H  -2.927  3.423  -1.563  0.069
C  1.241  6.424  -0.962  -0.161
O  1.783  7.337  -0.012  -0.128
H  1.929  5.586  -1.038  0.076
H  0.264  6.052  -0.639  0.071
H  1.143  6.890  -1.946  0.075
H  1.179  8.079  0.058  0.072
C  0.622  -5.004  -4.273  -0.137
O  1.185  -4.197  -3.235  -0.137
H  1.289  -5.849  -4.431  0.080
H  -0.360  -5.377  -3.969  0.074
H  0.530  -4.444  -5.200  0.052
H  0.591  -3.454  -3.091  0.065
C  -0.328  -4.125  -8.664  -0.153
O  -0.419  -4.726  -7.375  -0.132
H  -0.010  -3.096  -8.522  0.078
H  0.408  -4.640  -9.287  0.075
H  -1.296  -4.129  -9.171  0.074
H  -0.700  -5.635  -7.495  0.076
C  -5.620  -1.393  -0.543  -0.150
O  -5.159  -1.372  -1.891  -0.130
H  -5.361  -0.440  -0.093  0.057
H  -6.705  -1.519  -0.503  0.078
H  -5.137  -2.193  0.022  0.076
H  -5.383  -2.213  -2.293  0.069
C  -2.730  -4.415  -1.092  -0.170
O  -1.519  -5.097  -1.374  -0.134
H  -3.543  -4.996  -1.524  0.073
H  -2.894  -4.327  -0.014  0.076
H  -2.732  -3.415  -1.536  0.071
H  -0.808  -4.572  -0.989  0.028

Computed properties:
Structure (SMILES) ... CCB(O)C1=C(CCCCN(C)C(C)=O)C(=O)OC1=O.CO.CO.CO.CO.CO.CO.CO
Total energy ... -48253.6688 eV
HOMO energy ... -9.21 eV